Below is C18H33N5O6Sn as an isolated structure in a non-equilibrium geometry, with properties calculated with wB97M-V/def2-TZVPD.

The geometry in XYZ format:
```
63
Properties=species:S:1:pos:R:3:forces:R:3
O 3.93359 1.72010 -0.68338 0.0 1.8 -2.9
H 4.66659 2.23183 -1.12222 -0.7 -0.8 0.4
Sn 0.69941 0.39282 -0.18075 1.3 1.1 3.7
N 1.30068 2.71322 0.11290 -1.6 0.9 1.9
N -0.06980 1.22246 1.77502 0.0 3.2 -1.3
N 1.24172 -1.55651 -1.33633 -1.2 -3.9 0.3
N 0.92510 -1.49534 1.20517 -0.5 -3.8 -0.5
O 2.27776 3.47161 -0.40823 0.6 -0.5 -1.3
O 1.40205 -1.55286 -2.61607 0.3 0.9 0.0
O 0.79992 -1.42245 2.54395 -0.3 0.4 0.1
O -0.75020 0.46894 2.58536 -0.6 -2.0 1.6
C 0.05301 2.51575 2.09076 -0.4 -2.1 -0.5
C 0.71246 3.34494 1.14101 1.2 -0.9 -1.2
C 1.16369 -2.77717 -0.76393 0.5 2.5 -1.7
C 1.00499 -2.73188 0.66621 0.2 2.8 1.3
C 0.98710 4.80344 1.26077 0.0 0.3 0.3
H 2.07036 4.98050 1.26576 -0.3 0.0 -0.1
H 0.56190 5.28645 2.13808 -0.1 -0.2 0.0
H 0.55048 5.27111 0.36740 0.4 0.1 0.2
C -0.46143 3.00217 3.38716 0.0 0.8 0.2
H 0.20149 2.76980 4.22864 0.0 0.0 -0.2
H -1.43800 2.58972 3.62756 -0.1 -0.1 -0.1
H -0.52646 4.08847 3.28769 -0.2 -0.1 0.4
C 1.53205 -3.97216 -1.58691 0.3 -0.4 0.5
C 0.93649 -3.97483 1.45748 0.0 -0.4 0.7
H 2.47185 -3.74249 -2.11621 -0.3 0.0 0.1
H 0.81541 -4.29047 -2.36624 0.1 0.3 0.4
H 1.71959 -4.79947 -0.88829 -0.1 0.0 -0.5
H 0.91603 -3.73772 2.52176 -0.1 -0.1 -0.1
H 1.77934 -4.64896 1.27150 0.0 0.2 0.0
H 0.04000 -4.54920 1.18507 0.1 0.1 0.1
H 1.82699 0.02008 -2.32499 0.1 0.5 0.0
H 0.08644 -0.53486 2.67929 0.0 -0.4 0.0
C 4.18015 0.80112 1.01340 -0.4 -2.8 2.5
H 4.62511 1.52929 1.72458 -0.8 -0.5 -0.5
H 4.93210 0.14200 0.54542 -0.5 0.4 0.4
H 3.20396 0.19078 1.29592 2.2 1.6 -0.3
O 1.79041 0.82596 -1.71086 2.3 0.7 -3.8
H 3.06128 2.66736 -0.58070 0.2 0.6 0.1
H 2.73462 1.15635 -1.47856 0.4 0.1 0.1
C -2.28316 -2.19934 -2.01274 0.3 -0.2 -0.5
N -2.82710 -2.02973 -0.63721 -0.5 0.7 -0.2
C -2.89269 -3.31639 0.09395 0.1 0.2 -0.2
C -2.07945 -0.93208 0.13464 -0.1 -0.7 0.2
C -2.21475 0.34600 -0.66018 -0.3 0.4 0.0
C -3.48247 0.87666 -0.96254 0.5 0.3 -0.3
C -3.53214 1.97052 -1.84612 -0.2 0.1 0.3
C -2.38184 2.54257 -2.40605 0.4 -0.5 0.3
C -1.11983 2.01995 -2.04684 -0.7 0.5 -0.3
C -1.04960 0.94849 -1.15308 -1.1 -0.3 -0.4
H -1.20023 -2.41026 -1.94696 -0.5 0.2 0.0
H -2.45467 -1.28016 -2.58976 0.1 -0.4 0.3
H -2.79961 -3.04990 -2.47793 0.1 0.3 0.1
H -3.78884 -1.65416 -0.74523 0.6 -0.4 0.1
H -1.87472 -3.69547 0.20859 -0.2 0.0 0.0
H -3.34988 -3.12375 1.05658 0.0 -0.1 0.2
H -3.49512 -4.00122 -0.50312 0.1 -0.1 0.2
H -2.52008 -0.92352 1.14396 0.1 0.2 -0.3
H -1.03744 -1.33479 0.23773 -1.0 0.5 -0.1
H -4.40943 0.49851 -0.48790 0.6 0.2 -0.4
H -4.49987 2.42566 -2.04049 0.1 -0.1 -0.1
H -2.43807 3.40937 -3.08968 -0.1 -0.7 0.5
H -0.22724 2.49314 -2.48378 -0.3 -0.4 0.5
```
Forces are in eV/Å.

The frontier orbital gap (spin up / spin down) is 4.160 / 3.923 eV. Its HOMO energy (spin up / spin down) is -4.62 / -4.38 eV. The calculated total energy comes out at -44754.83065 eV. The calculation puts the LUMO energy (spin up / spin down) at -0.5 / -0.5 eV.

Electronic structure analysis, natural (NBO) charges in units of e: O -1.023; H 0.466; Sn 1.768; N -0.189; N -0.205; N -0.120; N -0.192; O -0.623; O -0.588; O -0.595; O -0.663; C 0.145; C 0.138; C 0.039; C 0.195; C -0.658; H 0.251; H 0.205; H 0.227; C -0.654; H 0.231; H 0.234; H 0.212; C -0.661; C -0.681; H 0.251; H 0.223; H 0.211; H 0.266; H 0.236; H 0.208; H 0.531; H 0.480; C -0.612; H 0.178; H 0.162; H 0.172; O -1.053; H 0.487; H 0.553; C -0.435; N -0.348; C -0.408; C -0.275; C 0.016; C -0.271; C -0.206; C -0.202; C -0.170; C -0.493; H 0.255; H 0.254; H 0.216; H 0.428; H 0.234; H 0.231; H 0.222; H 0.253; H 0.252; H 0.204; H 0.217; H 0.227; H 0.247